# 1
C5H15N2 | ωB97M-V/def2-TZVPD

The geometry in XYZ format:
```
22
Properties=species:S:1:pos:R:3:forces:R:3:mulliken_charge:R:1
N 3.3870 -1.6610 -0.2869 -0.2461 0.2649 -0.2449 -0.673
C -0.2754 0.9910 -0.1412 1.1381 1.7559 2.1869 0.076
C -1.4476 0.7449 0.6559 -1.4232 0.0510 0.2393 -0.503
C -2.2987 -0.4383 0.0821 0.5593 -0.4471 -0.2851 -0.484
C -2.5483 -0.2038 -1.4232 0.4968 0.3777 0.7078 -0.947
C 1.0233 0.3307 0.1279 -0.0787 -1.6366 -1.1440 -0.728
N 1.6453 0.9682 1.2788 -1.0691 0.8844 -0.0132 -0.443
H 4.0611 -1.6010 -1.0387 0.0334 -0.1139 -0.0477 0.229
H 3.6486 -0.9569 0.3903 0.1568 -0.1789 0.2271 0.244
H 3.4640 -2.5796 0.1272 0.1182 0.0296 0.1150 0.227
H -0.2112 1.9674 -0.6257 -0.1603 -0.2899 -0.6407 0.366
H -2.1057 1.6109 0.7293 0.1557 0.1777 -0.3166 0.374
H -1.1685 0.5092 1.6852 0.2461 -0.3963 -0.0295 0.309
H -3.1990 -0.5433 0.6768 -0.1385 0.1214 0.0114 0.375
H -1.7077 -1.3452 0.2539 -0.1692 0.0308 -0.2303 0.297
H -2.8613 -1.0970 -1.9504 0.0816 -0.0933 -0.0308 0.343
H -1.5872 0.1794 -1.8149 -0.2965 -0.3636 -0.4845 0.292
H -3.2805 0.5800 -1.6037 -0.0679 0.0545 0.0633 0.324
H 0.8600 -0.7250 0.3579 0.2417 0.0769 -0.0956 0.388
H 1.6916 0.4044 -0.7247 0.0288 -0.1405 0.0010 0.370
H 1.0644 0.9114 2.1093 0.1396 -0.1644 0.1151 0.281
H 1.8459 1.9537 1.1349 0.2534 -0.0003 -0.1037 0.282
```
Positions in Å, forces in eV/Å.

Properties
charge = +1
HOMO energy = -0.4848 Eh
relative energy (zero: lowest compared OMol25 entry of this formula, charge and spin) = 72.1 kcal per mole
E_tot = -308.6777 Eh

---

# 2
C2 | ωB97M-V/def2-TZVPD

The geometry in XYZ format:
```
2
Properties=species:S:1:pos:R:3:forces:R:3:mulliken_charge:R:1
C -0.0705 0.1309 0.7058 0.8044 -1.4930 -8.0525 0.000
C 0.0705 -0.1309 -0.7058 -0.8044 1.4930 8.0525 0.000
```
Positions in Å, forces in eV/Å.

Properties
HOMO energy = -0.3998 Eh
relative energy (zero: lowest compared OMol25 entry of this formula, charge and spin) = 22.8 kcal per mole
E_tot = -75.8412 Eh

---

# 3
C30H79O29S9V | ωB97M-V/def2-TZVPD

The geometry in XYZ format:
```
148
Properties=species:S:1:pos:R:3:forces:R:3:mulliken_charge:R:1
O -0.2017 -4.0837 -1.6152 3.0466 1.1929 -1.3284 -0.379
V 1.1942 -3.4099 -1.9474 -4.3862 2.4498 4.3281 1.132
C 0.6260 0.7709 -0.3277 -0.1371 0.0346 -0.1586 -1.044
C 0.3859 -0.6977 0.0350 -0.4671 -1.1486 -0.7589 3.466
C -1.0688 -1.1203 -0.0101 -0.7589 0.5805 0.4083 -1.367
O 1.1795 -1.6115 -0.7153 1.0849 -2.2392 -2.2959 0.779
H 1.6727 1.0649 -0.2505 -0.0905 -0.0803 0.2422 0.010
H 0.0256 1.4149 0.3149 0.1620 -0.0690 0.4721 0.552
H 0.2938 1.0757 -1.3201 -0.0602 -0.5356 -0.3817 -0.146
H 0.6470 -0.8693 1.0793 0.3796 0.3790 0.2113 -1.875
H -1.5795 -1.1494 -0.9726 0.5363 -0.0143 -0.3320 -0.440
H -1.6301 -0.3800 0.5600 -0.2107 0.0934 0.1887 0.112
H -1.2399 -2.0625 0.5106 0.2129 -0.1432 -0.1577 0.450
O -5.1049 0.1059 -0.4627 1.4115 0.0626 -1.6363 -0.569
S -4.7761 -0.3594 -1.8010 -1.5127 -0.9659 -1.9304 1.179
O -5.8225 -0.2950 -2.8345 2.1423 0.0664 1.8222 -0.608
O -3.4240 0.4381 -2.4111 -1.5364 0.3690 2.7408 -0.231
C -2.6525 0.0717 -3.5349 0.3906 -0.7728 -0.8200 0.697
C -3.3430 0.3720 -4.8479 0.2803 0.1567 0.8479 -1.555
C -4.2231 -2.1080 -1.7184 -0.3273 0.7549 -0.3816 -0.621
H -2.3141 -0.9532 -3.3827 -0.1476 -0.2816 -0.3699 0.059
H -1.7290 0.6506 -3.5274 0.0088 0.3909 0.5930 -0.218
H -3.6855 1.3999 -4.7287 -0.4736 -0.0781 -0.2564 0.358
H -4.1667 -0.3312 -4.9710 0.0463 0.3013 -0.5906 0.432
H -2.5863 0.4178 -5.6312 -0.3968 -0.4811 -0.2084 0.381
H -5.1083 -2.7392 -1.6412 -0.1969 0.3504 0.3735 0.468
H -3.5452 -2.2770 -0.8817 -0.0590 0.0967 -0.2227 -0.082
H -3.8156 -2.3539 -2.6990 0.3409 0.1244 0.1371 0.333
O 1.4592 -2.3583 6.4864 1.3504 -0.2036 -1.3461 -0.588
S 2.8205 -2.3352 5.9705 0.3852 -0.7417 3.0910 1.062
O 3.5645 -3.5975 5.7957 -1.6271 2.5270 -1.2408 -0.629
O 2.8999 -1.3124 4.7158 0.7340 -3.0195 -0.4174 -0.044
C 2.2601 -0.0949 4.8491 -0.9105 2.5143 -0.3388 -0.312
C 1.5149 0.2931 3.5633 -0.6982 -0.4865 0.6150 -0.654
C 3.8085 -1.3592 7.1000 -0.3078 -0.6138 0.0559 -1.015
H 2.9963 0.6793 5.0653 0.4586 -0.0373 -0.2221 0.258
H 1.6052 -0.0126 5.7166 -0.3577 -0.5206 -0.1337 0.447
H 1.2507 1.3466 3.6551 0.2534 0.1001 -0.3706 0.505
H 0.5575 -0.2218 3.4828 -0.1883 -0.2211 0.3424 0.115
H 1.9999 0.0212 2.6258 0.6571 0.4441 0.1675 -0.176
H 3.2935 -0.4148 7.2761 0.3517 0.0992 -0.2453 0.311
H 4.8055 -1.3262 6.6607 -0.0974 0.4290 0.1181 0.312
H 3.8532 -1.8759 8.0587 -0.0553 -0.1997 -0.1582 0.425
O 6.0713 1.1221 -2.0151 -0.4881 -1.1431 3.1191 -0.673
S 5.8928 0.4975 -0.6800 0.6749 0.6470 -1.7810 1.209
O 6.8706 -0.4804 -0.2127 -1.7782 1.2259 -0.4101 -0.609
O 5.7848 1.7210 0.4166 -0.0654 -1.2880 -1.6295 -0.344
C 5.7410 1.3416 1.8085 -0.1070 0.3495 0.4795 0.652
C 5.5086 2.6218 2.6127 0.2955 0.3022 -0.3189 -1.408
C 4.1619 -0.1687 -0.6902 0.4566 0.2857 0.4578 -0.391
H 6.6531 0.8023 2.0640 0.0231 0.1594 0.0420 0.334
H 4.8966 0.6711 1.9681 -0.1002 -0.1238 -0.0281 -0.308
H 6.3863 3.2570 2.7327 0.3458 -0.4577 0.0711 0.365
H 5.1056 2.3975 3.6003 0.0013 -0.0226 -0.0716 0.345
H 4.8403 3.2960 2.0770 -0.4660 -0.3383 0.0188 0.344
H 4.0150 -1.0599 -1.3003 0.7113 0.0376 -0.0340 0.297
H 3.4971 0.5966 -1.0908 0.3866 0.1763 0.1208 0.026
H 3.8557 -0.4318 0.3223 0.1067 0.0575 0.0246 -0.004
O -1.6532 -0.5118 7.1522 0.3372 1.6991 -0.3497 -0.624
S -1.3465 0.8720 6.8403 0.9339 0.4419 0.8200 1.224
O -0.0064 1.4298 7.1398 -2.9030 -1.1393 -1.1555 -0.618
O -1.6531 1.1138 5.2507 1.2440 -0.2670 1.0548 -0.233
C -2.8632 0.5627 4.7647 -0.3012 -0.6619 -0.8150 -0.429
C -2.9348 0.9139 3.3166 -0.8148 0.3475 -0.1884 -0.687
C -2.6476 2.0059 7.4677 0.6834 -0.2246 -0.0681 -1.031
H -3.7220 1.0025 5.2717 -0.0093 -0.2829 0.2282 0.424
H -2.9051 -0.5262 4.7401 0.3012 -0.0774 1.1332 0.248
H -3.2020 1.9704 3.2943 0.3595 0.1721 -0.7593 0.435
H -3.7637 0.3356 2.9084 -0.1020 0.1746 -0.2593 0.373
H -2.0339 0.6210 2.7774 0.0966 0.3351 0.0491 -0.179
H -2.2779 2.5363 8.3453 -0.0186 -0.4137 0.1104 0.412
H -3.5527 1.4285 7.6562 0.1910 0.0621 0.1301 0.356
H -2.8170 2.7614 6.7005 0.0497 -0.1726 -0.0496 0.295
O -0.0721 5.0502 0.8540 -2.6576 0.2286 -1.0827 -0.461
S -1.4756 5.2795 0.5518 0.5208 0.4729 3.3064 1.078
O -2.3272 6.0841 1.4538 1.3423 -1.6874 -1.8390 -0.468
O -1.6233 5.9242 -0.9493 0.7359 -0.7870 -0.2523 -0.060
C -2.7758 6.6455 -1.2301 -0.7922 -0.4366 -2.5233 -0.224
C -3.0611 6.6476 -2.7535 0.4869 -0.5313 0.2135 -0.959
C -2.4383 3.6259 0.1566 0.2120 0.7612 -0.4971 -0.264
H -2.5888 7.6314 -0.8045 -0.1805 0.7157 0.4935 0.441
H -3.5936 6.2243 -0.6454 -0.4837 0.1508 0.5153 0.475
H -4.0978 6.6276 -3.0893 -0.2521 0.8113 0.7714 0.360
H -2.7556 5.7154 -3.2288 0.6574 -0.1954 0.3390 0.102
H -2.4978 7.4390 -3.2478 -0.1918 0.1012 -0.0018 0.353
H -3.4345 3.9118 -0.1812 0.0929 0.1390 0.1235 0.517
H -2.4666 3.0906 1.1057 0.2880 0.1955 0.0756 0.010
H -1.8627 3.1644 -0.6457 0.0845 -0.0468 0.2365 0.126
O 2.0855 -4.4162 -0.2054 0.8235 0.1862 -1.0711 -0.609
S 2.6024 -4.4983 1.1593 0.7157 -0.6571 5.6051 0.731
O 3.0115 -5.7867 1.8085 -0.9660 3.3686 -3.0385 -0.548
O 3.7876 -3.3341 1.4348 -1.7813 -1.7920 -1.5774 -0.061
C 4.7715 -3.7449 2.4121 1.9237 -0.6074 0.7732 -0.490
C 5.6268 -2.5262 2.7772 -1.2437 0.3153 -0.4273 -0.807
C 1.3361 -3.7575 2.3206 1.1089 -0.5328 -1.3040 -0.121
H 5.4219 -4.5264 2.0193 -0.2200 -0.0174 -0.4517 0.401
H 4.3050 -4.2083 3.2814 -0.2689 0.4438 0.0930 0.463
H 4.8769 -1.7732 3.0194 0.2609 0.3949 0.4186 -0.113
H 6.2050 -2.1278 1.9436 0.0357 -0.3021 -0.1424 0.326
H 6.2917 -2.6839 3.6264 -0.2412 -0.2750 -0.0408 0.426
H 1.8354 -3.7626 3.2896 -0.0440 -0.0548 -0.0658 0.139
H 0.4585 -4.4039 2.3139 0.0575 0.1527 -0.0682 0.471
H 1.1769 -2.7424 1.9570 -0.2107 -0.1482 0.0680 -0.341
O 0.4828 -2.1912 -3.7441 0.8503 -0.1144 -0.1555 -0.627
S 0.5473 -1.4017 -4.9974 -0.0988 1.0814 -1.0563 0.986
O -0.7149 -1.1985 -5.6688 2.0110 -0.2475 0.8658 -0.518
O 1.2268 0.0618 -4.7184 -3.1333 -2.4057 -1.0999 -0.079
C 2.2651 0.0358 -3.7970 1.3430 1.3214 1.4277 0.742
C 3.3591 0.8216 -4.4423 1.5532 0.1884 -0.4042 -1.087
C 1.8841 -2.0689 -6.0755 -1.1305 -0.0220 1.2102 -1.008
H 2.6003 -0.9699 -3.5435 0.0314 -0.0724 -0.1009 0.270
H 1.8765 0.4751 -2.8782 0.1883 -0.0151 0.1311 -0.630
H 3.1120 1.7905 -4.8764 -0.6554 -0.0165 0.3407 0.187
H 3.7397 0.2505 -5.2891 0.1033 -0.1317 -0.0765 0.350
H 4.2232 1.0101 -3.8052 -0.0577 -0.1809 0.2972 0.276
H 2.2058 -1.3073 -6.7858 -0.4638 -0.1705 -0.0759 0.337
H 1.4367 -2.9761 -6.4816 0.3644 0.0672 -0.3237 0.462
H 2.7050 -2.2832 -5.3912 0.0074 -0.1661 -0.1354 0.338
O -6.1243 -6.0425 2.2966 0.1315 0.5909 -1.7309 -0.572
S -5.8370 -5.6892 0.9215 1.4171 0.0483 -1.7013 1.101
O -6.8343 -5.3958 -0.1070 1.7055 -0.3587 2.2098 -0.559
O -4.7879 -4.3560 0.8861 -0.8847 -1.0991 0.4005 -0.232
C -3.8164 -4.2147 1.9234 0.5358 3.1010 0.8375 -0.592
C -3.6258 -2.5959 2.2141 -1.1293 -1.2661 0.2750 -0.933
C -4.5835 -6.9015 0.2296 -0.2562 -0.3023 0.4976 -0.957
H -2.8125 -4.5651 1.6839 -0.1006 -0.3097 -0.8149 0.277
H -4.0563 -4.7336 2.8515 -0.5825 0.1831 -0.0722 0.524
H -4.5118 -2.1051 2.6170 -0.5653 -0.7122 0.2287 0.520
H -3.4805 -1.9319 1.3620 0.6290 -0.6518 -0.4260 0.005
H -2.8912 -2.4057 2.9966 0.4624 -0.3075 -0.2524 0.430
H -3.9526 -7.2440 1.0498 -0.3045 0.0928 0.2877 0.348
H -3.8837 -6.5456 -0.5265 -0.5417 0.8612 -0.0059 0.276
H -5.0462 -7.7823 -0.2156 -0.5150 0.1759 0.2882 0.411
O -2.4172 2.7999 -7.0147 0.4815 0.1340 -0.1298 -0.486
S -1.6208 3.9387 -7.3646 1.2395 2.7036 -0.0763 1.089
O -2.2698 5.2268 -7.6497 1.5741 -2.6970 0.3529 -0.591
O -0.5728 4.3161 -6.0807 -1.0323 -1.0923 -1.3681 -0.401
C 0.0459 3.1848 -5.4658 0.1055 0.4323 3.0175 0.216
C 0.1853 3.5580 -3.9013 -0.0486 -0.6834 -1.6731 -0.422
C -0.2870 3.4529 -8.6325 -1.4793 0.1607 0.3650 -0.893
H 1.0508 2.9500 -5.8169 -0.0435 0.3257 -0.5301 0.196
H -0.5443 2.2688 -5.4919 -0.3121 0.1911 -0.4447 0.017
H -0.7448 4.0106 -3.5578 0.0772 0.1850 -0.1042 -0.177
H 1.0505 4.1980 -3.7283 -0.2239 0.1351 0.0222 0.504
H 0.3152 2.6345 -3.3370 0.1599 -0.1222 0.0263 -0.095
H -0.7471 3.6260 -9.6054 -0.0426 -0.0250 0.0584 0.397
H -0.1059 2.3852 -8.5085 -0.0878 0.1126 0.1477 0.286
H 0.6358 4.0291 -8.5654 -0.3695 0.1876 0.4273 0.328
```
Positions in Å, forces in eV/Å.

Properties
<S²> = 2.0701
charge = +2
HOMO energy (spin up / spin down) = -0.5330 / -0.5330 Eh
2S+1 = 3
E_tot = -7899.0799 Eh